[1]
The following is a DFT calculation (ωB97M-V/def2-TZVPD) of a 2-piece molecular cluster, C4H12S overall.

Positions of all 17 atoms, in Å:
C: 0.58 0.62 -2.12
C: 0.87 1.96 -1.35
H: -0.33 0.69 -2.64
H: 1.23 0.27 -2.88
H: 0.56 -0.29 -1.44
H: 0.53 2.83 -2.03
H: 1.81 2.28 -1.02
H: 0.33 2.04 -0.29
C: 0.16 -2.06 1.03
S: 0.35 -0.40 1.63
C: -1.41 -0.08 1.94
H: -0.46 -2.67 1.74
H: -0.14 -2.10 -0.02
H: 1.10 -2.66 0.97
H: -1.45 0.81 2.50
H: -1.62 -0.89 2.82
H: -2.12 -0.34 1.17

Output
Multiplicity: 2
Energy in a.u.: -557.4075
⟨S²⟩: 0.753
Charge: +1
Highest occupied orbital energy (spin up / spin down) in eV: -14.97 / -14.96

[2]
The following is a DFT calculation (ωB97M-V/def2-TZVPD) of a 4-piece molecular cluster, C20H30N2O8 overall.

Positions of all 60 atoms, in Å:
C: -1.89 0.05 4.13
C: -1.70 1.42 4.27
C: -1.13 2.17 3.27
C: -0.71 1.50 2.14
C: -0.82 0.14 1.99
C: -1.46 -0.59 2.97
N: -0.02 2.26 1.07
O: 0.28 3.41 1.31
O: 0.17 1.69 0.02
H: -2.25 -0.54 4.96
H: -2.02 1.90 5.19
H: -1.02 3.24 3.36
H: -0.41 -0.39 1.14
H: -1.60 -1.66 2.91
C: 2.09 7.56 -0.88
C: 1.42 6.51 -0.27
C: 0.07 6.35 -0.51
C: -0.56 7.12 -1.46
C: 0.12 8.14 -2.12
C: 1.46 8.37 -1.82
N: -1.98 6.90 -1.74
O: -2.63 7.85 -2.13
O: -2.44 5.80 -1.48
H: 3.14 7.75 -0.69
H: 1.92 5.84 0.41
H: -0.47 5.59 0.05
H: -0.42 8.74 -2.84
H: 1.90 9.23 -2.29
C: 2.18 -1.79 -4.91
O: 3.09 -1.25 -3.97
C: 2.48 -0.99 -2.73
C: 3.57 -0.57 -1.76
O: 3.09 -0.09 -0.55
C: 2.43 -1.06 0.24
H: 2.73 -1.97 -5.82
H: 1.37 -1.07 -5.11
H: 1.73 -2.71 -4.53
H: 1.94 -1.88 -2.35
H: 1.74 -0.18 -2.79
H: 4.11 0.25 -2.23
H: 4.32 -1.37 -1.64
H: 3.23 -1.65 0.72
H: 1.70 -1.72 -0.24
H: 1.97 -0.61 1.13
C: 0.43 -5.53 0.16
O: -0.39 -4.67 0.91
C: -1.33 -5.33 1.73
C: -2.41 -6.01 0.93
O: -3.44 -6.36 1.85
C: -4.40 -7.23 1.28
H: 0.01 -5.71 -0.83
H: 0.66 -6.46 0.70
H: 1.40 -5.05 0.01
H: -1.74 -4.57 2.38
H: -0.81 -6.05 2.38
H: -2.02 -6.92 0.44
H: -2.81 -5.32 0.18
H: -4.92 -6.74 0.45
H: -5.05 -7.54 2.09
H: -3.91 -8.15 0.91

Output
Energy in a.u.: -1491.2269
Charge: 0
Highest occupied orbital energy in eV: -9.71

[3]
The following is a DFT calculation (ωB97M-V/def2-TZVPD) of one molecule with the formula CH3N3S2.

Positions of all 9 atoms, in Å:
C: -0.51 0.87 -0.60
N: 0.59 1.61 -0.66
N: -0.65 -0.12 0.23
N: 2.23 -0.51 0.22
S: 1.90 1.24 0.14
S: 1.25 -1.68 -0.35
H: -1.24 1.15 -1.26
H: -1.45 -0.73 0.25
H: 2.82 -0.65 1.01

Output
Energy in a.u.: -1000.4337
Charge: 0
Highest occupied orbital energy (spin up / spin down) in eV: -8.33 / -8.39

[4]
The following is a DFT calculation (ωB97M-V/def2-TZVPD) of a 2-piece molecular cluster, C3H10N3 overall.

Positions of all 16 atoms, in Å:
C: -1.95 0.37 -1.27
C: -2.10 0.62 0.19
N: -1.50 -0.44 0.91
C: 1.90 0.21 -0.02
N: 3.04 -0.41 0.50
N: 0.80 -0.38 -0.38
H: -0.88 -0.07 -1.40
H: -2.66 -0.38 -1.51
H: -1.93 1.18 -1.96
H: -3.19 0.64 0.37
H: -1.58 1.47 0.51
H: -1.67 -0.65 1.87
H: 3.95 0.01 0.55
H: 3.12 -1.42 0.36
H: -0.54 -0.65 0.52
H: 1.99 1.28 0.06

Output
Energy in a.u.: -284.1140
Charge: +1
Highest occupied orbital energy in eV: -13.66

[5]
The following is a DFT calculation (ωB97M-V/def2-TZVPD) of an isolated ion of composition C3H6NO2 and charge +1.

Positions of all 12 atoms, in Å:
C: -1.14 0.43 -0.23
C: -1.90 1.41 0.42
C: 1.98 -1.00 0.31
N: -0.11 -0.09 0.45
O: -1.34 0.16 -1.50
O: 0.81 -0.69 -0.28
H: -1.87 1.64 1.51
H: -2.58 1.99 -0.17
H: 2.83 -0.51 -0.13
H: 2.09 -2.07 0.20
H: 1.87 -0.81 1.37
H: -0.63 -0.45 -1.95

Output
Energy in a.u.: -322.7209
Charge: +1
Highest occupied orbital energy (spin up / spin down) in eV: -15.63 / -15.54

[6]
The following is a DFT calculation (ωB97M-V/def2-TZVPD) of a 4-piece molecular cluster, C22H17NO12S overall.

Positions of all 53 atoms, in Å:
N: -2.76 1.56 4.82
C: -2.76 2.89 4.09
C: -4.20 3.31 3.42
S: -5.71 2.58 4.27
O: -6.79 2.34 3.15
O: -6.31 3.68 5.22
C: -1.69 2.73 2.82
O: -0.78 1.74 2.84
O: -1.70 3.62 1.63
C: -2.19 4.14 5.02
O: -1.73 5.22 4.35
O: -2.20 3.99 6.49
H: -1.78 1.50 5.24
H: -3.39 1.56 5.66
H: -4.29 4.49 3.56
H: -4.27 3.04 2.28
H: -5.46 1.38 4.96
C: 3.81 0.22 -0.47
C: 2.82 0.79 -1.16
C: 1.54 1.16 -0.51
O: 0.63 1.68 -1.14
C: 1.41 0.88 0.93
C: 2.41 0.31 1.62
C: 3.68 -0.06 0.97
O: 4.59 -0.58 1.60
H: 4.75 -0.05 -0.94
H: 2.90 1.01 -2.22
H: 0.47 1.16 1.40
H: 2.32 0.09 2.68
C: -1.56 -0.11 -2.75
C: -2.81 -0.23 -2.31
C: -3.84 -0.94 -3.09
O: -4.99 -1.04 -2.69
C: -3.42 -1.53 -4.38
C: -2.16 -1.42 -4.82
C: -1.14 -0.71 -4.04
O: 0.01 -0.61 -4.44
H: -0.79 0.41 -2.19
H: -3.13 0.20 -1.37
H: -4.19 -2.06 -4.94
H: -1.84 -1.85 -5.76
C: 5.19 -3.07 -1.41
C: 5.32 -4.40 -1.30
C: 4.85 -5.30 -2.37
O: 4.97 -6.51 -2.27
C: 4.23 -4.68 -3.56
C: 4.10 -3.35 -3.67
C: 4.57 -2.45 -2.60
O: 4.46 -1.24 -2.69
H: 5.53 -2.39 -0.63
H: 5.77 -4.87 -0.43
H: 3.90 -5.36 -4.34
H: 3.65 -2.89 -4.53

Output
Energy in a.u.: -2204.1033
Charge: -2
Highest occupied orbital energy in eV: -1.71

[7]
The following is a DFT calculation (ωB97M-V/def2-TZVPD) of C23H31N2O4ReS as an isolated structure.

Positions of all 62 atoms, in Å:
Re: 0.59 -0.43 -0.51
C: 1.99 3.86 -0.84
C: 1.87 2.79 0.25
C: 3.12 1.91 0.30
C: 0.60 1.97 0.12
C: 0.06 1.31 1.24
C: -1.14 0.61 1.17
C: -1.88 0.52 -0.02
C: -3.24 -0.11 -0.10
C: -1.37 1.18 -1.13
C: -0.17 1.90 -1.07
H: 2.89 4.45 -0.67
H: 1.14 4.53 -0.85
H: 2.10 3.40 -1.83
H: 1.78 3.30 1.21
H: 3.27 1.39 -0.65
H: 3.06 1.17 1.09
H: 4.00 2.54 0.48
H: 0.60 1.35 2.17
H: -1.51 0.15 2.08
H: -3.98 0.65 0.15
H: -3.37 -0.93 0.60
H: -3.44 -0.46 -1.11
H: -1.91 1.13 -2.06
H: 0.19 2.40 -1.95
O: 1.68 -1.66 -0.76
C: 2.59 -1.22 3.87
N: 1.59 -2.22 3.54
C: 1.32 -3.23 4.56
C: 0.68 -4.44 3.92
C: -0.53 -3.99 3.14
N: -0.15 -2.97 2.17
C: -1.21 -2.62 1.24
C: 0.82 -2.04 2.44
O: 1.08 -1.08 1.68
H: 3.46 -1.72 4.30
H: 2.21 -0.51 4.61
H: 2.90 -0.69 2.98
H: 0.68 -2.81 5.34
H: 2.27 -3.49 5.01
H: 0.39 -5.16 4.69
H: 1.39 -4.93 3.25
H: -1.30 -3.59 3.83
H: -0.98 -4.81 2.59
H: -1.72 -3.52 0.91
H: -0.82 -2.11 0.35
H: -1.95 -1.97 1.70
O: -4.36 0.86 -6.87
C: -3.70 1.75 -6.10
O: -4.07 2.89 -6.03
C: -2.51 1.24 -5.35
C: -1.44 2.11 -5.16
C: -0.34 1.71 -4.41
C: -0.32 0.45 -3.82
S: 1.07 -0.09 -2.86
C: -1.38 -0.43 -4.03
C: -2.46 -0.04 -4.80
H: -3.87 0.03 -6.93
H: -1.49 3.10 -5.59
H: 0.50 2.38 -4.29
H: -1.34 -1.42 -3.59
H: -3.29 -0.72 -4.94

Output
Multiplicity: 2
Energy in a.u.: -1781.7547
⟨S²⟩: 0.762
Charge: +1
Highest occupied orbital energy (spin up / spin down) in eV: -11.18 / -11.13

[8]
The following is a DFT calculation (ωB97M-V/def2-TZVPD) of C22H24FN3O3 as an isolated structure.

Positions of all 53 atoms, in Å:
O: -0.85 1.27 -1.20
C: -0.10 1.91 -1.93
C: -0.23 3.32 -2.21
C: -1.25 4.11 -1.82
C: -1.41 5.59 -2.12
C: -2.87 5.69 -2.57
C: -3.61 4.59 -1.83
C: -2.54 3.79 -1.07
N: 0.93 1.34 -2.57
C: 1.29 -0.08 -2.45
C: 2.35 -0.34 -1.36
C: 2.78 -1.76 -1.00
C: 3.35 -0.94 0.16
N: 3.64 -1.68 1.38
C: 4.50 -1.22 2.30
O: 5.69 -1.49 2.25
C: 3.97 -0.29 3.28
C: 2.66 0.11 3.54
C: 2.69 1.05 4.63
C: 1.72 1.78 5.33
F: 0.41 1.70 5.01
C: 2.12 2.62 6.37
C: 3.46 2.73 6.73
C: 4.46 2.01 6.07
C: 4.05 1.18 5.02
N: 4.78 0.35 4.19
C: 4.41 -0.04 -0.48
O: 3.59 0.33 -1.60
C: 2.06 -0.12 0.12
H: 0.58 3.76 -2.77
H: -1.26 6.17 -1.21
H: -0.72 5.98 -2.86
H: -3.28 6.68 -2.37
H: -2.94 5.54 -3.65
H: -4.36 4.98 -1.15
H: -4.13 3.94 -2.54
H: -2.81 2.74 -1.00
H: -2.46 4.15 -0.04
H: 1.54 1.93 -3.10
H: 0.41 -0.68 -2.24
H: 1.67 -0.42 -3.41
H: 1.98 -2.46 -0.76
H: 3.50 -2.23 -1.67
H: 3.93 -2.61 1.14
H: 1.78 -0.23 3.01
H: 1.37 3.18 6.91
H: 3.73 3.39 7.55
H: 5.50 2.10 6.36
H: 5.77 0.19 4.19
H: 4.66 0.80 0.17
H: 5.29 -0.62 -0.77
H: 2.12 0.91 0.47
H: 1.16 -0.59 0.51

Output
Energy in a.u.: -1342.5556
Charge: 0
Highest occupied orbital energy in eV: -8.25

[9]
The following is a DFT calculation (ωB97M-V/def2-TZVPD) of one molecule with the formula CHN3O2S.

Positions of all 8 atoms, in Å:
C: -1.35 -0.04 0.01
N: -0.36 -1.09 0.17
N: -0.86 1.22 -0.13
N: 0.35 1.33 -0.21
O: 1.76 -0.19 1.27
O: 1.77 -0.70 -1.15
S: 1.09 -0.25 0.01
H: -2.40 -0.27 0.02

Output
Energy in a.u.: -751.5153
Charge: 0
Highest occupied orbital energy in eV: -11.03

[10]
The following is a DFT calculation (ωB97M-V/def2-TZVPD) of a 5-piece molecular cluster, C6H20IN4O6 overall.

Positions of all 37 atoms, in Å:
I: 0.32 -0.38 0.36
C: 0.72 -1.85 -3.80
C: 1.32 -2.41 -5.09
O: 2.29 -3.40 -4.83
O: 1.76 -1.46 -2.93
H: 0.15 -2.64 -3.30
H: 0.07 -1.01 -4.05
H: 1.80 -1.59 -5.64
H: 0.44 -2.72 -5.67
H: 2.32 -4.03 -5.56
H: 1.36 -1.17 -2.09
C: 2.64 3.51 1.02
C: 2.90 2.83 2.38
O: 2.75 1.43 2.24
O: 3.45 4.66 0.77
H: 1.57 3.67 0.85
H: 2.79 2.72 0.27
H: 2.20 3.29 3.08
H: 3.91 3.01 2.75
H: 1.80 1.24 2.18
H: 3.20 4.90 -0.13
C: -2.42 -4.29 0.66
O: -1.68 -4.92 -0.10
N: -3.67 -4.74 0.99
N: -1.99 -3.19 1.34
H: -3.86 -5.72 0.96
H: -4.27 -4.15 1.53
H: -2.62 -2.60 1.84
H: -1.13 -2.72 1.08
C: -1.80 3.25 2.35
O: -0.72 3.83 2.32
N: -2.01 2.06 1.71
N: -2.93 3.78 2.95
H: -1.26 1.60 1.20
H: -2.90 1.60 1.67
H: -3.73 3.17 3.00
H: -2.77 4.41 3.71

Output
Energy in a.u.: -1208.9129
Charge: -1
Highest occupied orbital energy in eV: -4.75

[11]
The following is a DFT calculation (ωB97M-V/def2-TZVPD) of a 11-piece molecular cluster, C38H64O28 overall.

Positions of all 130 atoms, in Å:
C: -2.36 -0.88 -3.92
C: -3.21 -1.27 -2.70
O: -3.54 0.06 -2.19
C: -3.09 1.00 -2.97
O: -3.22 2.18 -2.71
O: -2.48 0.57 -4.06
H: -2.81 -1.33 -4.81
H: -1.31 -1.14 -3.84
H: -2.71 -1.84 -1.96
H: -4.19 -1.68 -2.97
C: 4.18 -4.11 -4.90
C: 4.04 -2.59 -4.87
O: 3.72 -2.32 -3.50
C: 4.17 -3.38 -2.80
O: 4.11 -3.34 -1.59
O: 4.47 -4.43 -3.54
H: 4.93 -4.44 -5.60
H: 3.24 -4.67 -5.16
H: 3.17 -2.34 -5.53
H: 4.96 -2.07 -5.16
C: -5.57 1.32 0.17
C: -4.24 1.66 0.87
O: -3.87 0.49 1.61
C: -4.69 -0.52 1.27
O: -4.65 -1.64 1.69
O: -5.68 -0.10 0.45
H: -5.68 1.46 -0.89
H: -6.37 1.82 0.67
H: -4.42 2.41 1.63
H: -3.47 1.93 0.11
C: -2.00 -2.38 3.57
C: -1.47 -2.11 2.19
O: -0.03 -2.29 2.30
C: 0.26 -2.17 3.61
O: 1.36 -2.30 4.10
O: -0.85 -1.96 4.33
H: -2.29 -3.37 3.80
H: -2.84 -1.72 3.83
H: -1.67 -1.11 1.83
H: -1.67 -2.88 1.49
C: 2.46 -5.23 3.69
C: 3.22 -5.09 2.37
O: 2.24 -5.28 1.36
C: 0.99 -5.19 1.86
O: -0.02 -5.15 1.24
O: 1.04 -5.15 3.18
H: 2.67 -4.50 4.41
H: 2.56 -6.24 4.16
H: 3.94 -5.89 2.25
H: 3.63 -4.08 2.15
C: 1.06 -2.11 -0.42
C: 1.89 -0.87 0.09
O: 1.06 0.21 -0.43
C: -0.14 -0.20 -0.74
O: -0.99 0.54 -1.07
O: -0.23 -1.49 -0.70
H: 0.71 -2.88 0.31
H: 1.45 -2.64 -1.28
H: 2.89 -0.73 -0.28
H: 1.92 -0.75 1.20
O: 4.38 0.46 -0.61
C: 4.39 1.60 -1.03
O: 3.80 1.90 -2.24
C: 3.12 0.78 -2.89
C: 3.03 1.11 -4.36
C: 4.95 2.77 -0.38
H: 2.16 0.78 -2.43
H: 3.71 -0.09 -2.72
H: 2.20 0.54 -4.82
H: 3.92 0.97 -4.93
H: 2.86 2.23 -4.46
H: 4.30 3.60 -0.47
H: 5.88 3.16 -0.80
H: 5.12 2.53 0.64
O: 0.97 -3.97 -3.56
C: -0.12 -4.47 -3.66
O: -0.94 -4.50 -4.79
C: -0.42 -3.84 -5.99
C: -1.58 -4.02 -6.95
C: -0.68 -5.21 -2.50
H: 0.41 -4.41 -6.32
H: -0.15 -2.80 -5.81
H: -1.34 -3.64 -7.92
H: -2.49 -3.45 -6.63
H: -1.75 -5.07 -7.14
H: -0.96 -4.56 -1.64
H: 0.08 -5.89 -2.13
H: -1.56 -5.74 -2.76
O: 0.52 3.02 5.48
C: 0.80 1.88 5.23
O: 0.78 1.40 3.92
C: 0.38 2.31 2.90
C: -0.68 1.58 2.06
C: 1.02 0.84 6.28
H: 1.15 2.47 2.14
H: 0.22 3.25 3.36
H: -1.55 1.34 2.63
H: -0.34 0.61 1.69
H: -0.95 2.21 1.21
H: 1.64 0.05 5.86
H: 0.06 0.46 6.58
H: 1.53 1.25 7.13
O: -0.49 4.55 0.92
C: -0.44 4.78 -0.28
O: 0.62 5.43 -0.79
C: 1.53 5.96 0.20
C: 2.77 6.50 -0.49
C: -1.44 4.32 -1.27
H: 1.69 5.20 0.94
H: 0.99 6.74 0.65
H: 2.62 6.69 -1.53
H: 3.61 5.76 -0.53
H: 3.13 7.41 0.02
H: -2.45 4.66 -1.03
H: -1.43 3.25 -1.29
H: -1.14 4.66 -2.23
O: -4.61 2.79 3.92
C: -3.59 2.76 4.54
O: -2.49 3.58 4.32
C: -2.69 4.63 3.33
C: -2.41 5.95 4.00
C: -3.37 1.91 5.79
H: -3.73 4.54 3.11
H: -2.01 4.53 2.54
H: -1.50 6.04 4.57
H: -3.19 6.20 4.71
H: -2.32 6.81 3.30
H: -2.29 1.66 6.02
H: -3.92 1.04 5.61
H: -3.92 2.46 6.60

Output
Energy in a.u.: -3593.1569
Charge: 0
Highest occupied orbital energy in eV: -9.81

[12]
The following is a DFT calculation (ωB97M-V/def2-TZVPD) of an isolated ion of composition C8H9O and charge +1.

Positions of all 18 atoms, in Å:
C: 2.02 -0.18 -0.24
C: 1.87 -1.36 0.38
C: 0.72 0.44 -0.57
C: 0.47 -1.71 0.49
C: 0.53 1.66 0.08
C: -0.30 -0.66 0.10
C: 0.30 2.36 1.14
C: -2.46 -0.43 -0.90
O: -1.57 -0.31 0.16
H: 3.00 0.22 -0.19
H: 2.49 -2.17 0.60
H: 0.43 0.69 -1.56
H: 0.33 -2.79 0.84
H: -0.19 1.98 2.00
H: 0.64 3.35 1.34
H: -2.28 0.43 -1.67
H: -2.52 -1.33 -1.47
H: -3.47 -0.19 -0.52

Output
Energy in a.u.: -384.9983
Charge: +1
Highest occupied orbital energy (spin up / spin down) in eV: -13.15 / -13.15